DFT (the ωB97M-V functional and the def2-TZVPD basis) results for a molecular structure, C36H23CaCl7N2O6PS.

Each line ends with the Löwdin charge.
Positions of all 77 atoms, in Å:
Ca -0.47 0.15 1.69  1.1335
Cl -0.77 6.36 6.20  0.6261
C -0.78 4.78 5.48  -0.7306
C -0.34 4.60 4.17  -0.7073
Cl 0.22 5.96 3.25  0.6538
C -0.34 3.34 3.60  -0.5715
Cl 0.20 3.10 1.97  0.7223
C -0.78 2.18 4.29  -0.5151
O -0.78 1.02 3.76  -0.2846
C -1.22 2.41 5.62  -0.6108
Cl -1.77 1.03 6.50  0.6912
C -1.22 3.67 6.19  -0.7055
Cl -1.77 3.88 7.82  0.6476
Cl -2.05 -1.11 -0.87  0.7180
C -3.33 0.03 -1.23  -0.6556
C -3.84 -0.01 -2.51  -0.1513
C -4.85 0.87 -2.88  -0.1193
C -5.31 1.78 -1.94  -0.1415
C -4.78 1.79 -0.66  -0.6899
Cl -5.42 2.96 0.45  0.6365
C -3.76 0.91 -0.22  -0.7624
S -3.14 0.94 1.39  0.4968
H -3.44 -0.73 -3.22  0.0984
H -5.26 0.85 -3.87  0.0960
H -6.09 2.49 -2.18  0.0941
C -3.24 -2.98 1.83  -0.0195
C -1.78 -3.23 2.00  -0.3577
N -0.83 -2.32 2.02  0.0779
C 0.36 -2.98 2.21  -0.1180
C 0.12 -4.32 2.29  -0.0838
N -1.24 -4.46 2.16  0.1769
C 0.94 -5.55 2.42  -0.5067
O 2.24 -5.37 2.52  0.1064
O 0.41 -6.64 2.39  0.0699
C 1.65 -2.22 2.33  -0.6013
O 2.70 -2.89 2.47  0.0081
O 1.56 -0.97 2.26  -0.0953
H -3.43 -1.91 1.92  0.0374
H -3.82 -3.52 2.58  0.0825
H -3.57 -3.29 0.84  0.0752
H -1.71 -5.35 2.18  0.1670
H 2.47 -4.36 2.53  0.0555
O 0.68 0.87 -0.15  -0.5014
P 1.42 0.47 -1.39  0.8022
C 3.06 1.22 -1.40  -0.2586
C 3.26 2.33 -0.58  -0.0507
C 4.49 2.96 -0.57  -0.0674
C 5.52 2.50 -1.38  -0.0830
C 5.32 1.39 -2.19  -0.0815
C 4.09 0.75 -2.20  -0.0827
C 0.54 1.08 -2.84  -0.2667
C -0.69 1.69 -2.63  -0.0614
C -1.41 2.18 -3.71  -0.0636
C -0.90 2.07 -5.00  -0.0779
C 0.34 1.46 -5.21  -0.0829
C 1.06 0.97 -4.13  -0.0852
C 1.67 -1.29 -1.59  -0.2737
C 2.50 -1.95 -0.68  -0.0652
C 2.63 -3.33 -0.73  -0.0584
C 1.93 -4.06 -1.68  -0.0649
C 1.10 -3.41 -2.59  -0.0767
C 0.97 -2.03 -2.54  -0.0936
H 2.46 2.67 0.07  0.0840
H 4.65 3.82 0.07  0.1071
H 6.48 2.99 -1.37  0.1015
H 6.13 1.01 -2.81  0.1016
H 3.95 -0.14 -2.81  0.1057
H -1.08 1.78 -1.63  0.1026
H -2.37 2.64 -3.55  0.1070
H -1.46 2.45 -5.84  0.1018
H 0.74 1.37 -6.21  0.1007
H 2.02 0.50 -4.29  0.1039
H 3.02 -1.39 0.09  0.1175
H 3.25 -3.82 0.00  0.1087
H 2.02 -5.14 -1.70  0.1071
H 0.55 -3.98 -3.32  0.1027
H 0.31 -1.53 -3.24  0.0981

Calculated values
* LUMO level: 2.05 eV
* E: -6585.57753 Ha
* net charge: -1
* orbital gap: 0.2615 Ha
* molar mass: 930.9 g mol⁻¹
* HOMO: -5.066 eV